Entry from the OMol25 dataset: a cluster of 4 separate species, C31H50N6O8S in total (wB97M-V/def2-TZVPD).

Summary:
* orbital gap: 0.320 Ha
* F_max: 1.47 eV/A
* SMILES string: CC(=O)OCCCc1cc2c(c(N=C=O)c1CCCCCN)C(=O)N(CCCS)C2=O.CN(C)C=O.CN(C)C=O.CN(C)C=O

Each line ends with the Löwdin charge.
Positions of all 96 atoms, in Å:
1 C 2.542 -3.462 2.245  0.017
2 C 2.200 -4.288 1.027  -0.518
3 O 2.992 -5.013 0.499  0.129
4 O 0.945 -4.170 0.512  -0.026
5 C -0.123 -3.973 1.438  -0.206
6 C -1.459 -4.184 0.738  -0.136
7 C -1.556 -3.638 -0.694  -0.121
8 C -1.704 -2.132 -0.757  -0.125
9 C -0.576 -1.382 -0.392  0.062
10 C -0.671 -0.019 -0.421  -0.060
11 C -1.834 0.624 -0.821  -0.014
12 C -2.941 -0.093 -1.199  -0.133
13 N -4.131 0.549 -1.656  0.207
14 C -4.641 1.424 -0.975  -0.291
15 O -5.104 2.289 -0.362  0.213
16 C -2.881 -1.497 -1.153  -0.110
17 C -4.127 -2.237 -1.567  -0.118
18 C -5.295 -2.197 -0.537  -0.187
19 C -4.946 -1.647 0.846  -0.192
20 C -6.040 -1.879 1.899  -0.200
21 C -7.457 -1.649 1.400  -0.298
22 N -8.391 -1.776 2.530  -0.010
23 C -1.568 2.099 -0.714  -0.330
24 O -2.033 3.020 -1.321  0.152
25 N -0.523 2.168 0.247  0.039
26 C 0.107 3.446 0.543  -0.144
27 C 0.644 3.441 1.981  -0.233
28 C 1.795 4.462 2.159  -0.533
29 S 3.318 3.670 2.760  0.715
30 C 0.308 1.059 -0.057  -0.341
31 O 1.506 1.071 -0.094  0.143
32 H 3.600 -3.557 2.451  0.090
33 H 1.981 -3.841 3.100  0.086
34 H 2.244 -2.426 2.083  0.090
35 H -0.042 -4.716 2.235  0.131
36 H -0.098 -2.995 1.926  0.120
37 H -1.631 -5.262 0.682  0.119
38 H -2.264 -3.790 1.360  0.115
39 H -0.635 -3.881 -1.225  0.124
40 H -2.347 -4.160 -1.219  0.101
41 H 0.349 -1.858 -0.101  0.123
42 H -4.466 -1.764 -2.490  0.113
43 H -3.919 -3.271 -1.816  0.095
44 H -6.098 -1.588 -0.953  0.099
45 H -5.711 -3.198 -0.418  0.094
46 H -4.802 -0.566 0.770  0.097
47 H -4.010 -2.061 1.227  0.103
48 H -5.861 -1.146 2.693  0.108
49 H -5.956 -2.856 2.376  0.114
50 H -7.517 -0.627 1.000  0.113
51 H -7.723 -2.381 0.642  0.081
52 H -8.345 -0.951 3.115  0.060
53 H -9.344 -1.856 2.201  0.058
54 H -0.681 4.195 0.476  0.130
55 H 0.879 3.717 -0.178  0.130
56 H -0.154 3.705 2.674  0.109
57 H 0.967 2.431 2.219  0.084
58 H 1.978 4.961 1.212  0.064
59 H 1.539 5.161 2.948  0.062
60 H 3.485 2.728 1.818  -0.130
61 C -8.320 -5.394 -1.111  -0.343
62 O -7.826 -4.836 -0.148  0.010
63 N -8.417 -4.845 -2.336  -0.194
64 C -9.007 -5.546 -3.458  -0.057
65 C -7.903 -3.497 -2.520  -0.031
66 H -8.733 -6.415 -1.055  0.134
67 H -8.277 -5.657 -4.262  0.090
68 H -9.868 -4.994 -3.840  0.090
69 H -9.336 -6.534 -3.144  0.083
70 H -6.844 -3.475 -2.273  0.070
71 H -8.425 -2.808 -1.855  0.094
72 H -8.045 -3.189 -3.553  0.091
73 C 7.613 4.619 3.204  -0.357
74 O 8.511 4.916 3.970  0.001
75 N 7.589 4.933 1.896  -0.189
76 C 6.493 4.550 1.024  -0.060
77 C 8.703 5.679 1.342  -0.046
78 H 6.722 4.053 3.528  0.126
79 H 6.871 3.923 0.216  0.068
80 H 6.027 5.442 0.598  0.093
81 H 5.741 4.000 1.588  0.011
82 H 9.633 5.125 1.476  0.091
83 H 8.806 6.638 1.853  0.091
84 H 8.527 5.844 0.282  0.072
85 C 9.454 2.932 -1.858  -0.345
86 O 8.318 3.312 -1.642  0.005
87 N 10.404 3.672 -2.459  -0.197
88 C 11.743 3.169 -2.690  -0.059
89 C 10.067 5.019 -2.886  -0.037
90 H 9.804 1.927 -1.570  0.135
91 H 12.477 3.794 -2.179  0.090
92 H 11.968 3.165 -3.758  0.089
93 H 11.826 2.152 -2.312  0.083
94 H 9.752 5.618 -2.031  0.081
95 H 9.244 4.993 -3.601  0.094
96 H 10.936 5.479 -3.350  0.086

Entry from the OMol25 dataset: a structure of composition C31H50P2Sn (wB97M-V/def2-TZVPD).

Summary:
* orbital gap (alpha / beta): 0.131 / 0.131 Ha
* energy relative to the best compared isomer or geometry (same formula, charge and spin): 575.58 kJ/mol
* F_max: 6.94 eV/A
* charge: +2

Each line ends with the Löwdin charge.
Positions of all 84 atoms, in Å:
1 Sn -0.484 0.711 -2.709  1.256
2 C -0.416 -2.463 3.356  -0.179
3 C 0.893 -2.554 2.810  -0.199
4 C 1.027 -1.423 4.805  -0.163
5 C -0.335 -1.763 4.587  -0.202
6 C 1.784 -1.915 3.709  -0.198
7 C -1.668 -2.918 2.714  -0.007
8 H -1.473 -3.751 2.031  0.086
9 H -2.129 -2.104 2.134  0.067
10 H -2.390 -3.245 3.472  0.094
11 C -1.471 -1.397 5.449  -0.026
12 H -2.262 -2.155 5.391  0.086
13 H -1.912 -0.433 5.153  0.064
14 H -1.150 -1.309 6.495  0.087
15 C 1.531 -0.609 5.932  -0.002
16 H 1.009 -0.876 6.858  0.095
17 H 1.366 0.464 5.753  0.076
18 H 2.605 -0.768 6.069  0.088
19 C 3.246 -1.789 3.515  -0.028
20 H 3.755 -2.752 3.673  0.103
21 H 3.671 -1.064 4.217  0.075
22 H 3.477 -1.462 2.492  0.081
23 C 1.275 -3.172 1.523  -0.037
24 H 1.888 -4.074 1.675  0.103
25 H 1.867 -2.478 0.907  0.077
26 H 0.387 -3.463 0.952  0.067
27 C -0.857 1.653 -4.461  -0.294
28 C -1.714 0.497 -4.404  -0.248
29 C -1.375 -0.689 -5.319  -0.242
30 C -0.431 -1.685 -4.680  -0.188
31 C 0.071 -1.188 -3.299  -0.255
32 C 1.208 -0.305 -3.277  -0.290
33 C 1.536 0.480 -4.536  -0.183
34 C 0.498 1.512 -5.101  -0.188
35 H -0.871 -0.245 -6.176  0.111
36 H 0.463 -1.783 -5.345  0.132
37 H -2.260 -1.176 -5.740  0.086
38 H 0.367 1.287 -6.169  0.122
39 H -1.304 2.658 -4.307  0.147
40 H -2.792 0.499 -4.154  0.096
41 H 0.937 2.511 -5.033  0.125
42 H 2.466 1.041 -4.378  0.120
43 H 2.100 -0.570 -2.712  0.134
44 H 1.795 -0.169 -5.385  0.119
45 H -0.958 -2.653 -4.543  0.093
46 H -0.455 -1.731 -2.493  0.099
47 P -3.376 -2.029 -3.578  0.950
48 P 2.615 3.498 0.072  0.872
49 C 0.367 2.212 -1.402  -0.310
50 C 1.867 2.226 -1.247  -0.440
51 H -0.186 1.877 -0.511  -0.001
52 H -0.091 3.090 -1.892  0.062
53 H 2.202 1.216 -0.942  0.065
54 H 2.325 2.384 -2.247  0.076
55 C 2.119 5.024 -0.830  -0.303
56 H 1.527 5.603 -0.109  0.030
57 H 1.522 4.872 -1.738  0.035
58 H 3.033 5.570 -1.082  0.036
59 C 4.332 3.319 -0.485  -0.316
60 H 4.701 4.331 -0.680  0.041
61 H 4.446 2.662 -1.357  0.044
62 H 4.825 2.881 0.393  0.030
63 C -3.518 -1.195 -1.928  -0.397
64 H -3.437 -1.939 -1.104  0.028
65 H -4.482 -0.638 -1.828  0.044
66 H -2.762 -0.400 -1.704  -0.052
67 C -4.081 -3.400 -4.499  -0.350
68 H -3.855 -4.283 -3.850  0.048
69 H -3.529 -3.406 -5.483  0.055
70 H -5.158 -3.123 -4.623  0.049
71 C -1.569 0.092 1.065  0.178
72 C -1.223 0.871 2.166  -0.262
73 C -2.234 1.398 3.047  0.023
74 C -1.870 2.078 4.193  -0.041
75 C -0.522 2.295 4.501  0.022
76 C 0.486 1.820 3.638  -0.041
77 C 0.144 1.129 2.491  0.014
78 H -2.622 -0.043 0.812  0.093
79 H -0.800 -0.449 0.515  0.087
80 H -3.285 1.237 2.785  0.139
81 H -2.643 2.460 4.875  0.136
82 H -0.243 2.834 5.410  0.138
83 H 1.533 1.996 3.881  0.127
84 H 0.930 0.746 1.823  0.132

Calculated total energy per entry: -69114.6855; -57339.8051 eV